Record 1
C31H22F6N7O4PTi | wB97M-V/def2-TZVPD

XYZ file:
```
72
Properties=species:S:1:pos:R:3:lowdin_charge:R:1
Ti 9.875 12.099 9.885 1.253
O 9.802 15.570 8.832 0.077
C 10.055 15.157 9.980 -0.415
N 10.654 13.917 10.233 -0.001
C 11.718 13.857 11.173 -0.180
C 12.696 14.827 11.381 0.020
C 13.819 14.486 12.146 -0.016
C 13.911 13.239 12.776 -0.031
C 12.775 12.413 12.874 0.051
C 11.722 12.674 11.973 -0.160
N 10.650 11.787 11.752 0.054
C 10.196 10.902 12.774 -0.375
O 9.718 11.307 13.833 0.130
C 10.533 9.456 12.645 -0.248
C 9.857 8.573 13.455 -0.009
C 10.054 7.216 13.308 -0.032
C 11.012 6.775 12.379 -0.011
C 11.772 7.779 11.755 -0.124
N 11.533 9.062 11.862 0.133
C 9.494 15.958 11.088 -0.213
C 9.396 17.357 10.851 0.006
C 9.056 18.192 11.904 -0.065
C 8.767 17.671 13.153 -0.034
C 8.813 16.260 13.278 -0.117
N 9.155 15.429 12.294 0.115
H 12.613 15.811 10.946 0.126
H 14.666 15.164 12.327 0.131
H 14.864 12.927 13.201 0.121
H 12.702 11.581 13.574 0.133
H 9.165 9.034 14.172 0.133
H 9.558 6.493 13.960 0.120
H 11.304 5.756 12.269 0.101
H 12.580 7.539 11.105 0.101
H 9.557 17.753 9.804 0.143
H 8.999 19.279 11.711 0.125
H 8.596 18.298 14.026 0.113
H 8.691 15.765 14.257 0.120
O 10.928 9.993 5.089 0.033
C 11.954 9.501 5.805 -0.258
C 12.789 8.568 5.151 0.004
C 13.878 8.020 5.783 -0.053
C 14.175 8.402 7.105 -0.066
C 13.323 9.300 7.756 -0.010
C 12.207 9.877 7.130 -0.088
C 11.256 10.792 7.748 -0.295
O 11.327 11.060 9.078 -0.121
N 10.369 11.427 7.024 0.074
N 9.611 12.195 7.874 -0.049
C 8.582 12.913 7.386 0.033
C 7.539 13.318 8.212 -0.277
C 6.376 13.868 7.691 0.026
C 5.439 14.334 8.577 -0.006
C 5.768 14.332 9.950 0.004
C 6.939 13.702 10.383 -0.072
N 7.781 13.107 9.533 0.067
H 10.463 10.757 5.698 0.096
H 12.488 8.260 4.183 0.112
H 14.575 7.389 5.245 0.113
H 15.027 7.967 7.564 0.091
H 13.508 9.577 8.798 0.117
H 8.499 12.967 6.318 0.151
H 6.262 13.832 6.615 0.136
H 4.436 14.744 8.261 0.146
H 5.071 14.696 10.724 0.129
H 7.141 13.693 11.443 0.123
F 8.697 10.804 10.448 -0.332
P 7.537 9.179 9.746 0.402
F 8.755 8.414 10.461 -0.110
F 6.660 7.948 9.301 -0.055
F 8.567 9.306 8.486 -0.131
F 6.604 10.294 9.054 -0.114
F 6.855 9.435 11.162 -0.097
```

Kohn-Sham gap (spin up / spin down) = 0.20210 / 0.16922 Ha
Charge = +1
Spin multiplicity = 2
Electronic energy = -99834.5248 eV
Energy above the lowest of the compared OMol25 structures with the same formula, charge and spin = 33.5 kcal per mole


Record 2
C31H23AsGeNO11PtS | wB97M-V/def2-TZVPD

XYZ file:
```
70
Properties=species:S:1:pos:R:3:lowdin_charge:R:1
Pt -1.253 2.134 0.549 1.182
O 2.448 2.598 5.546 0.110
C 1.675 2.445 4.460 -0.271
C 0.706 3.353 4.068 0.084
C -0.030 3.090 2.937 -0.161
N 0.128 2.003 2.155 0.020
C 1.072 1.124 2.556 -0.120
C 1.843 1.308 3.685 0.091
C 1.355 -0.160 1.802 -0.529
O 2.051 -1.018 2.291 0.106
O 0.815 -0.181 0.622 -0.126
C -1.113 4.079 2.574 -0.556
O -1.297 5.065 3.242 0.111
O -1.794 3.758 1.510 -0.193
H 2.234 3.423 5.997 0.125
H 0.484 4.265 4.609 0.139
H 2.569 0.551 3.943 0.140
O -4.499 3.738 0.617 -0.228
As -4.173 2.570 -0.640 0.875
O -5.170 2.709 -1.897 -0.417
O -2.486 2.626 -0.929 -0.579
C -4.342 0.874 0.304 -0.243
C -5.214 0.754 1.376 -0.060
C -5.311 -0.439 2.085 -0.052
C -4.531 -1.531 1.739 -0.056
C -3.642 -1.436 0.678 -0.063
C -3.571 -0.240 -0.015 -0.329
S -2.327 -0.209 -1.305 0.899
O 0.780 -0.827 -2.494 -0.176
O -2.865 0.258 -2.563 -0.262
O -1.094 0.404 -0.751 -0.542
H -3.662 3.990 1.047 0.018
H -5.810 1.611 1.664 0.114
H -5.998 -0.509 2.917 0.111
H -4.607 -2.457 2.293 0.111
H -3.016 -2.275 0.397 0.098
C 1.753 2.247 -5.106 -0.096
C 0.583 1.516 -5.254 -0.072
C 0.274 0.499 -4.365 -0.011
C 1.142 0.207 -3.322 -0.314
C 2.315 0.931 -3.166 -0.017
C 2.613 1.949 -4.061 -0.080
Ge 1.224 -1.251 -0.832 1.002
C 0.060 -2.764 -0.560 -0.241
C -0.677 -3.307 -1.613 -0.103
C -1.534 -4.377 -1.387 -0.077
C -1.646 -4.921 -0.114 -0.086
C -0.903 -4.395 0.935 -0.081
C -0.058 -3.316 0.715 -0.083
C 3.146 -1.385 -0.658 -0.247
C 3.746 -2.620 -0.884 -0.087
C 5.116 -2.774 -0.716 -0.075
C 5.890 -1.694 -0.321 -0.077
C 5.297 -0.460 -0.090 -0.070
C 3.930 -0.307 -0.253 -0.121
H 1.989 3.046 -5.796 0.100
H -0.103 1.743 -6.059 0.107
H -0.643 -0.067 -4.462 0.113
H 3.000 0.696 -2.363 0.084
H 3.529 2.511 -3.933 0.104
H -0.581 -2.890 -2.607 0.104
H -2.108 -4.789 -2.207 0.108
H -2.311 -5.758 0.059 0.106
H -0.982 -4.823 1.926 0.106
H 0.524 -2.914 1.538 0.099
H 3.149 -3.472 -1.190 0.105
H 5.576 -3.738 -0.892 0.105
H 6.958 -1.813 -0.189 0.105
H 5.900 0.383 0.220 0.107
H 3.477 0.660 -0.062 0.111
```

Kohn-Sham gap (spin up / spin down) = 0.30139 / 0.22283 Ha
Charge = 0
Spin multiplicity = 2
Electronic energy = -187969.1026 eV
Energy above the lowest of the compared OMol25 structures with the same formula, charge and spin = 0.0 kcal per mole


Record 3
C31H23BrClFeN4O5S | wB97M-V/def2-TZVPD

XYZ file:
```
67
Properties=species:S:1:pos:R:3:lowdin_charge:R:1
Fe 0.890 0.697 -0.388 0.492
Cl -4.182 4.863 3.136 0.652
C -2.851 3.797 2.780 -0.665
C -1.688 3.897 3.540 -0.099
C -0.642 3.032 3.249 -0.010
C -0.772 2.115 2.233 -0.239
O 0.295 1.256 1.906 -0.010
C -1.916 2.016 1.415 -0.180
C -2.102 1.128 0.330 -0.111
N -1.140 0.379 -0.246 -0.030
C -1.489 -0.656 -1.083 -0.219
C -2.706 -0.847 -1.720 -0.026
C -2.943 -1.988 -2.507 -0.078
C -2.002 -2.967 -2.668 -0.054
C -0.742 -2.818 -2.038 -0.154
C 0.285 -3.780 -2.126 -0.001
C 1.475 -3.576 -1.484 -0.037
C 1.657 -2.382 -0.772 -0.111
N 0.725 -1.462 -0.671 0.032
C -0.480 -1.664 -1.274 -0.155
C -2.974 2.894 1.755 -0.066
H -1.609 4.624 4.334 0.103
H 0.270 3.072 3.825 0.126
H -3.127 1.021 -0.007 0.103
H -3.487 -0.107 -1.632 0.086
H -3.906 -2.089 -2.992 0.105
H -2.199 -3.848 -3.264 0.106
H 0.115 -4.681 -2.704 0.119
H 2.276 -4.301 -1.527 0.106
H 2.603 -2.176 -0.283 0.099
H -3.889 2.857 1.177 0.108
O 0.924 0.688 4.022 0.214
C 1.015 0.626 2.844 -0.495
Br 2.006 0.911 -2.581 0.170
O 3.430 0.363 0.143 -0.044
C 4.233 -0.617 0.633 -0.266
C 5.370 -0.983 -0.086 -0.006
C 6.227 -1.952 0.398 -0.061
C 5.972 -2.577 1.612 -0.070
C 4.838 -2.231 2.316 -0.003
C 3.948 -1.262 1.845 -0.064
C 2.744 -1.047 2.686 -0.364
O 2.483 -1.634 3.687 0.185
O 1.882 -0.131 2.109 0.105
H 3.628 0.533 -0.796 -0.010
H 5.572 -0.491 -1.030 0.124
H 7.105 -2.217 -0.177 0.111
H 6.646 -3.330 1.997 0.106
H 4.597 -2.712 3.255 0.126
N 2.386 4.438 -1.833 0.101
C 1.146 3.938 -1.676 -0.881
S 0.607 3.456 -0.154 0.756
N 0.396 3.876 -2.789 0.052
C -0.877 3.257 -2.939 -0.266
C -1.927 3.475 -2.057 -0.049
C -3.138 2.835 -2.276 -0.087
C -3.314 1.997 -3.367 -0.103
C -2.266 1.800 -4.254 -0.074
C -1.049 2.425 -4.039 -0.046
H 2.990 4.383 -1.032 0.093
H 2.812 4.506 -2.743 0.107
H 0.890 4.000 -3.660 0.142
H -1.801 4.130 -1.209 0.090
H -3.952 3.004 -1.584 0.106
H -4.263 1.503 -3.527 0.105
H -2.387 1.146 -5.108 0.107
H -0.216 2.242 -4.707 0.102
```

Kohn-Sham gap (spin up / spin down) = 0.19472 / 0.27270 Ha
Charge = 0
Spin multiplicity = 6
Electronic energy = -176508.8573 eV
Energy above the lowest of the compared OMol25 structures with the same formula, charge and spin = 16.4 kcal per mole


- Number 3 is which compound?
  C31H23BrClFeN4O5S